The following is a DFT calculation (ωB97M-V/def2-TZVPD) of a molecular structure, C47H42N8ORu.

Results
* spin multiplicity: 6
* charge: +1
* HOMO (alpha / beta): -7.161 / -9.199 eV
* maximum force: 0.57 eV/Å

Each line ends with the Löwdin spin population.
Positions of all 99 atoms, in Å:
Ru 0.4936 -0.8106 1.6823  2.59
C -2.4681 -2.7723 -0.3272  0.01
N -2.1231 -2.2476 0.9956  0.05
C -3.1301 -1.2379 1.3890  0.01
C -2.1134 -3.2489 2.0150  0.08
C -3.1951 -4.1133 2.1494  -0.01
C -3.4082 -4.8251 3.3144  0.07
C -2.5677 -4.6054 4.3988  0.00
C -1.4269 -3.8517 4.2341  0.06
C -1.0819 -3.2901 2.9856  0.02
N 0.1858 -2.7865 2.6757  0.44
C 1.3133 -3.4674 3.1382  0.02
C 1.2789 -4.6370 3.9372  0.09
C 2.4054 -5.3586 4.2604  -0.01
C 3.6461 -4.9716 3.7772  0.11
C 3.7166 -3.8385 2.9906  -0.01
C 2.5987 -3.0775 2.6780  0.09
N 2.8052 -1.8920 1.8711  0.10
C 3.4833 -2.2138 0.6036  0.01
C 3.6583 -0.9497 2.6314  0.01
H -3.5195 -3.0786 -0.3849  0.00
H -2.3028 -1.9977 -1.0697  0.00
H -1.8349 -3.6239 -0.5678  0.00
H -4.1160 -1.6995 1.5203  0.00
H -2.8407 -0.7588 2.3245  0.00
H -3.1958 -0.4790 0.6119  0.00
H -3.9286 -4.1567 1.3548  0.00
H -4.2690 -5.4723 3.4075  0.00
H -2.7980 -5.0231 5.3689  0.00
H -0.8191 -3.6335 5.1017  0.00
H 0.3505 -5.0451 4.2821  0.01
H 2.3027 -6.2440 4.8721  0.00
H 4.5347 -5.5484 3.9898  0.01
H 4.6765 -3.5326 2.5984  0.00
H 4.5507 -2.3969 0.7599  0.00
H 3.0406 -3.0968 0.1512  0.00
H 3.3737 -1.3713 -0.0776  0.00
H 4.6141 -1.4129 2.8904  0.00
H 3.8485 -0.0674 2.0267  0.00
H 3.1541 -0.6533 3.5505  0.00
C -0.2299 0.2481 5.9286  0.00
C 0.4584 1.4512 6.0360  0.01
C 1.1167 1.9583 4.9350  0.00
C 1.0845 1.2628 3.7275  0.01
N 0.4288 0.0808 3.6421  0.02
C -0.2109 -0.4029 4.7156  0.01
C 1.7543 1.6999 2.4933  0.02
C 2.4670 2.8958 2.4128  0.00
C 3.1215 3.2315 1.2400  0.02
C 3.0684 2.3708 0.1516  0.00
C 2.3447 1.1877 0.2223  0.02
C 1.6677 0.8412 1.3873  -0.01
H -0.7656 -0.1779 6.7631  0.00
H 0.4803 1.9882 6.9745  0.00
H 1.6564 2.8897 5.0050  0.00
H -0.7318 -1.3398 4.5747  0.00
H 2.5166 3.5741 3.2535  0.00
H 3.6715 4.1601 1.1755  0.00
H 3.5853 2.6290 -0.7638  0.00
H 2.3055 0.5432 -0.6463  0.00
C -1.5025 5.4468 -10.4408  0.00
O -2.0425 5.8431 -9.1924  0.00
C -1.7803 5.0677 -8.1146  0.00
C -0.9946 3.9202 -8.1423  0.00
C -0.7942 3.2068 -6.9677  0.00
C -1.3630 3.6136 -5.7690  0.00
C -2.1472 4.7701 -5.7581  0.00
C -2.3546 5.4878 -6.9124  0.00
C -1.1664 2.8796 -4.5169  -0.01
N -1.5793 3.2799 -3.3370  0.00
C -1.1799 2.2977 -2.4666  -0.01
C -0.5194 1.2910 -3.1288  0.02
N -0.5171 1.6752 -4.4501  0.00
C 0.0004 0.1113 -2.5071  0.02
C 0.6077 -0.9426 -3.1754  0.20
C 0.9768 -2.0893 -2.4287  0.08
C 0.8019 -2.0929 -1.0776  0.10
N 0.3133 -1.0321 -0.3802  0.23
C -0.1715 0.0566 -1.1016  0.12
C -0.8507 1.0853 -0.3933  0.05
N -0.9709 0.9555 0.9559  0.19
C -1.6133 1.8826 1.6473  0.02
C -2.1830 3.0096 1.0690  0.07
C -2.0536 3.1817 -0.3023  0.01
C -1.3823 2.2284 -1.0514  0.05
H -1.8476 6.1807 -11.1631  0.00
H -1.8624 4.4564 -10.7294  0.00
H -0.4101 5.4481 -10.4161  0.00
H -0.5348 3.5770 -9.0557  0.00
H -0.1698 2.3233 -7.0170  0.00
H -2.5902 5.0905 -4.8256  0.00
H -2.9609 6.3822 -6.9151  0.00
H -0.1399 1.1608 -5.2247  0.00
H 0.7482 -0.9160 -4.2464  0.01
H 1.3673 -2.9700 -2.9167  0.00
H 1.0261 -2.9736 -0.4856  0.01
H -1.6748 1.7256 2.7203  0.00
H -2.7020 3.7293 1.6839  0.01
H -2.4647 4.0471 -0.8055  0.00

=====

The following is a DFT calculation (ωB97M-V/def2-TZVPD) of a molecular structure, C47H43ClN3PRu at a distorted geometry.

Results
* spin multiplicity: 2
* charge: +1
* HOMO (alpha / beta): -10.313 / -10.293 eV
* maximum force: 1.70 eV/Å

Each line ends with the Löwdin spin population.
Positions of all 96 atoms, in Å:
Ru -0.2888 -0.8429 -1.2518  0.87
C 1.9014 1.3658 3.7234  0.00
C 2.1352 0.0131 4.3411  0.00
C 3.1623 -0.2033 5.2544  0.00
C 3.3756 -1.4523 5.8163  0.00
C 2.5620 -2.5235 5.4698  0.00
C 1.5436 -2.3323 4.5507  0.00
C 1.3336 -1.0746 4.0002  0.00
N 0.2906 -0.8911 3.0405  0.01
C 0.5058 -0.8160 1.7049  0.01
N 1.7722 -0.9812 1.3134  0.01
C 2.4198 -0.6552 0.0960  0.00
C 1.7184 -0.4947 -1.0923  -0.01
C 2.4820 -0.1331 -2.2086  0.01
C 3.8534 0.0318 -2.1505  0.00
C 4.5210 -0.1622 -0.9471  0.00
C 3.8146 -0.5055 0.1932  0.00
C 4.5401 -0.7161 1.4978  0.00
N -0.4942 -0.5702 0.8657  0.04
C -1.7382 -0.2194 1.4813  0.00
C -2.0378 1.1202 1.7067  0.00
C -3.2466 1.4829 2.2751  0.00
C -4.1611 0.5015 2.6339  0.00
C -3.8528 -0.8330 2.4299  0.00
C -2.6412 -1.2222 1.8613  0.00
C -2.3060 -2.6722 1.6764  0.00
H 2.4035 2.1421 4.2973  0.00
H 0.8392 1.6033 3.6759  0.00
H 2.2890 1.4017 2.7006  0.00
H 3.7966 0.6272 5.5368  0.00
H 4.1765 -1.5882 6.5289  0.00
H 2.7218 -3.4989 5.9067  0.00
H 0.9040 -3.1519 4.2489  0.00
H -0.6693 -0.9204 3.3494  0.00
H 2.3920 -1.2423 2.0672  0.00
H 1.9885 -0.0118 -3.1643  0.00
H 4.4046 0.2934 -3.0444  0.00
H 5.5947 -0.0440 -0.8904  0.00
H 5.6057 -0.5365 1.3711  0.00
H 4.4343 -1.7402 1.8698  0.00
H 4.1866 -0.0437 2.2839  0.00
H -1.3194 1.8811 1.4215  0.00
H -3.4727 2.5278 2.4372  0.00
H -5.1066 0.7741 3.0822  0.00
H -4.5573 -1.5999 2.7274  0.00
H -3.1171 -3.3082 2.0272  0.00
H -1.3979 -2.9634 2.2086  0.00
H -2.1205 -2.9008 0.6289  0.00
Cl -2.7975 -1.0780 -1.6027  0.00
C -3.3863 0.5488 -1.3625  0.00
C -4.7214 0.7175 -1.0505  0.00
C -5.2051 2.0045 -0.8666  0.00
C -4.3537 3.0925 -0.9960  0.00
C -3.0184 2.8970 -1.3110  0.00
C -2.5164 1.6152 -1.5066  0.00
P -0.7761 1.2991 -1.8920  0.01
C -0.6546 1.4578 -3.6918  0.01
C 0.5160 1.8986 -4.3042  0.00
C 0.6127 1.9072 -5.6868  0.00
C -0.4520 1.4749 -6.4650  0.00
C -1.6207 1.0397 -5.8592  0.00
C -1.7262 1.0320 -4.4766  0.00
C 0.1679 2.6765 -1.2132  0.00
C 0.1325 3.9131 -1.8651  0.00
C 0.8348 4.9883 -1.3492  0.00
C 1.5777 4.8406 -0.1840  0.00
C 1.6178 3.6168 0.4644  0.00
C 0.9152 2.5346 -0.0478  0.00
H -5.3617 -0.1467 -0.9456  0.00
H -6.2459 2.1533 -0.6156  0.00
H -4.7264 4.0963 -0.8471  0.00
H -2.3635 3.7562 -1.3934  0.00
H 1.3525 2.2411 -3.7071  0.00
H 1.5227 2.2564 -6.1554  0.00
H -0.3723 1.4830 -7.5431  0.00
H -2.4552 0.7089 -6.4623  0.00
H -2.6471 0.6968 -4.0199  0.00
H -0.4289 4.0293 -2.7833  0.00
H 0.8090 5.9418 -1.8586  0.00
H 2.1289 5.6828 0.2126  0.00
H 2.2023 3.4956 1.3665  0.00
H 0.9578 1.5789 0.4493  0.00
C -0.1257 -1.9271 -2.9358  0.01
C -0.2277 -3.0913 -1.9682  0.01
C 0.8314 -3.4792 -1.1460  0.00
C 0.6778 -4.5107 -0.2226  0.00
C -0.5240 -5.1871 -0.1178  0.00
C -1.5886 -4.8264 -0.9430  0.00
C -1.4446 -3.7848 -1.8375  0.00
H -0.9416 -1.9360 -3.6597  0.00
H 0.8034 -1.9444 -3.5076  0.01
H 1.7942 -2.9961 -1.2517  0.00
H 1.5201 -4.7994 0.3925  0.00
H -0.6310 -6.0016 0.5857  0.00
H -2.5283 -5.3600 -0.8871  0.00
H -2.2743 -3.5210 -2.4836  0.00

=====

Number 1: E_tot -2424.1384 Eh. Number 2: E_tot -2877.3824 Eh.